# 1
Formula: C19H18CdN2O7P3Se
Source: the OMol25 dataset
Level of theory: wB97M-V/def2-TZVPD

Structure (XYZ):
```
51
Properties=species:S:1:pos:R:3:forces:R:3:lowdin_charge:R:1
Cd -1.765 1.596 0.201 -0.02 -0.48 0.17 1.282
O -1.825 5.444 0.592 -0.06 -0.05 -0.04 -0.139
P -0.548 4.596 0.159 -0.03 0.11 0.06 0.172
O 0.695 5.370 0.219 0.06 -0.03 0.01 -0.283
O -0.578 3.259 0.919 -0.16 -0.04 -0.13 -0.476
O -0.890 4.227 -1.405 0.09 0.17 -0.06 -0.279
P -2.161 3.355 -1.862 0.05 0.02 -0.10 0.100
O -2.565 4.006 -3.259 0.01 -0.05 -0.11 -0.105
O -1.697 1.929 -2.059 0.01 0.08 0.09 -0.396
O -3.235 3.532 -0.835 -0.02 0.08 0.05 -0.352
H -2.627 4.956 0.306 0.09 0.04 0.02 0.042
H -2.087 3.581 -3.982 -0.04 0.02 0.07 0.079
N 1.953 2.289 0.010 -0.04 0.03 -0.06 0.135
C 2.621 1.114 -0.005 0.11 -0.11 0.10 -0.317
C 4.025 1.123 -0.173 0.01 -0.01 -0.02 -0.041
C 4.757 -0.039 -0.173 0.01 0.05 0.00 -0.102
C 4.136 -1.277 0.000 -0.02 -0.09 0.00 -0.111
C 2.766 -1.306 0.149 0.04 0.01 -0.03 -0.113
C 1.991 -0.144 0.130 0.02 0.11 -0.01 -0.313
P 0.190 -0.310 0.228 -0.20 0.12 0.03 1.046
C -0.098 -1.301 1.731 0.05 -0.06 -0.03 -0.374
C -0.147 -2.692 1.750 0.01 0.04 -0.01 -0.092
C -0.351 -3.368 2.943 0.00 -0.03 0.00 -0.079
C -0.502 -2.662 4.127 -0.01 -0.02 0.02 -0.089
C -0.456 -1.275 4.116 -0.01 0.03 0.01 -0.081
C -0.263 -0.598 2.923 0.00 -0.01 0.00 -0.107
C -0.247 -1.410 -1.155 0.01 -0.02 0.00 -0.373
C -1.488 -2.047 -1.137 0.01 0.00 0.00 -0.114
C -1.906 -2.796 -2.224 -0.02 0.00 0.01 -0.072
C -1.094 -2.908 -3.345 -0.02 -0.02 -0.02 -0.092
C 0.136 -2.268 -3.373 0.02 0.00 -0.01 -0.087
C 0.560 -1.520 -2.284 0.01 0.01 0.02 -0.083
H 2.470 3.150 -0.022 0.00 0.05 0.00 0.098
H 1.020 2.394 0.392 0.00 0.00 -0.02 0.012
H 4.522 2.080 -0.288 -0.01 0.00 0.00 0.107
H 5.832 0.014 -0.297 0.00 0.00 0.00 0.098
H 4.713 -2.192 0.012 -0.01 0.01 0.01 0.092
H 2.264 -2.260 0.269 -0.01 -0.02 0.01 0.102
H -0.050 -3.250 0.827 0.01 0.00 -0.01 0.103
H -0.404 -4.449 2.945 0.00 0.01 0.00 0.102
H -0.670 -3.191 5.056 0.00 0.00 0.00 0.099
H -0.589 -0.718 5.035 0.00 0.00 0.00 0.103
H -0.249 0.486 2.917 0.00 0.01 -0.01 0.098
H -2.139 -1.971 -0.274 -0.01 0.01 0.00 0.041
H -2.874 -3.279 -2.188 0.00 0.00 0.00 0.103
H -1.424 -3.487 -4.199 0.00 0.00 0.00 0.097
H 0.770 -2.347 -4.247 0.00 0.00 0.00 0.099
H 1.519 -1.018 -2.314 0.00 0.00 0.00 0.104
Se -4.851 -2.135 0.960 0.04 0.08 -0.01 0.433
C -3.904 -0.625 1.047 0.01 -0.08 0.15 -0.994
N -3.255 0.342 1.135 0.01 0.03 -0.16 -0.086
```
Forces are in eV/Å.

Computed properties:
LUMO (eV): 2.5612
Total charge: -1
Frontier orbital gap (eV): 8.09

# 2
Formula: C4H6O2
Source: the OMol25 dataset
Level of theory: wB97M-V/def2-TZVPD

Structure (XYZ):
```
12
Properties=species:S:1:pos:R:3:forces:R:3:lowdin_charge:R:1
C 1.412 0.265 -1.045 -0.41 -0.02 0.45 -0.009
C 0.497 0.700 0.212 -0.28 0.64 0.99 -0.259
O 0.722 1.763 0.694 -0.04 -0.06 -0.07 0.070
C -0.801 -0.252 1.099 1.10 0.37 -0.74 -0.034
C -1.579 -0.675 -0.073 0.30 -0.27 -0.60 -0.319
O -1.038 -1.073 -1.082 -0.67 -0.49 -0.08 0.005
H 0.876 0.043 -1.973 -0.22 0.00 0.52 0.063
H 2.074 -0.591 -0.851 -0.53 0.05 0.32 0.078
H 2.083 1.120 -1.247 -0.55 -0.19 0.45 0.079
H -0.094 -0.931 1.557 -0.12 -0.86 -0.28 0.090
H -1.504 0.047 1.935 1.31 1.01 -1.03 0.117
H -2.667 -0.446 -0.070 0.12 -0.19 0.07 0.121
```
Forces are in eV/Å.

Computed properties:
LUMO (eV): 0.5963
SMILES: CC(=O)CC=O
Total charge: 0
Frontier orbital gap (eV): 10.01

# 3
Formula: C40H48MgN6O3
Source: the OMol25 dataset
Level of theory: wB97M-V/def2-TZVPD

Structure (XYZ):
```
98
Properties=species:S:1:pos:R:3:forces:R:3:lowdin_charge:R:1
Mg -0.882 0.012 0.171 0.31 -0.11 -0.01 0.597
C 0.994 -3.596 3.186 0.01 0.02 0.00 -0.045
C 1.473 -2.276 2.574 -0.01 0.04 -0.08 -0.374
C 2.974 -2.328 2.306 0.03 0.01 -0.02 -0.067
C 1.043 -1.114 3.446 0.07 0.01 0.05 -0.139
C 1.828 -0.682 4.508 0.03 0.02 -0.02 -0.041
C 1.404 0.342 5.341 0.03 -0.01 -0.04 -0.081
C 0.181 0.944 5.114 -0.04 0.00 -0.01 -0.041
C -0.634 0.540 4.060 0.01 0.01 0.10 -0.131
C -1.985 1.193 3.859 -0.04 -0.06 -0.07 -0.372
C -2.929 0.856 5.014 -0.01 0.00 0.00 -0.054
C -1.870 2.704 3.664 0.00 0.05 0.01 -0.065
C -0.197 -0.496 3.229 -0.03 0.15 -0.13 -0.169
N -0.962 -0.877 2.095 -0.12 -0.06 -0.12 0.026
C -1.956 -1.744 2.309 -0.08 -0.07 -0.15 -0.492
O -2.345 -2.248 3.362 -0.01 -0.02 0.13 0.036
C -2.644 -2.164 1.013 -0.05 -0.05 0.17 -0.162
C -3.563 -3.196 0.902 0.03 0.08 0.00 0.019
C -4.023 -3.517 -0.370 -0.03 -0.03 0.00 -0.031
C -3.551 -2.839 -1.491 -0.01 0.04 -0.01 0.017
C -2.631 -1.825 -1.289 0.02 0.05 -0.14 -0.170
N -2.243 -1.505 -0.063 -0.05 -0.06 -0.05 0.067
C -1.891 -1.090 -2.403 -0.09 -0.07 0.12 -0.489
O -2.282 -1.247 -3.557 0.03 -0.10 -0.17 0.040
N -0.831 -0.397 -1.954 -0.22 0.01 0.23 0.034
C 0.077 0.009 -2.963 0.10 -0.07 0.05 -0.175
C 0.173 1.349 -3.349 0.03 0.15 -0.21 -0.142
C 1.065 1.708 -4.359 -0.01 0.02 0.08 -0.043
C 1.868 0.767 -4.977 0.01 -0.05 0.06 -0.086
C 1.802 -0.552 -4.554 -0.02 0.06 -0.06 -0.062
C 0.929 -0.948 -3.549 0.05 0.09 0.01 -0.145
C 0.938 -2.396 -3.108 -0.10 -0.01 0.11 -0.369
C 2.322 -2.820 -2.616 0.01 -0.06 -0.01 -0.058
C 0.438 -3.316 -4.221 0.05 -0.04 0.01 -0.053
C -0.726 2.411 -2.756 -0.12 -0.03 0.10 -0.373
C -1.883 2.723 -3.708 -0.05 0.00 0.02 -0.045
C 0.042 3.684 -2.402 0.01 0.04 0.00 -0.062
H 1.198 -4.428 2.510 0.00 -0.05 -0.03 0.077
H -0.073 -3.571 3.405 -0.03 0.02 -0.01 0.071
H 1.524 -3.784 4.123 0.00 -0.01 0.04 0.085
H 0.966 -2.152 1.613 0.02 -0.05 0.03 0.116
H 3.547 -2.479 3.222 0.01 -0.02 0.02 0.071
H 3.338 -1.415 1.830 -0.04 0.00 0.03 0.056
H 3.203 -3.164 1.643 0.00 -0.01 -0.03 0.079
H 2.784 -1.155 4.695 0.03 -0.01 0.02 0.101
H 2.026 0.664 6.166 0.02 0.01 0.03 0.097
H -0.155 1.738 5.770 0.00 0.01 0.02 0.107
H -2.414 0.771 2.948 0.01 0.03 0.04 0.106
H -2.599 1.331 5.941 0.03 0.00 0.03 0.076
H -2.968 -0.220 5.173 -0.01 -0.03 -0.02 0.078
H -3.939 1.211 4.799 -0.03 0.03 0.00 0.076
H -1.438 3.186 4.543 0.00 0.01 0.02 0.074
H -2.859 3.143 3.504 -0.02 0.00 -0.01 0.075
H -1.242 2.950 2.806 0.02 -0.03 -0.01 0.072
H -3.879 -3.720 1.792 0.00 -0.02 0.01 0.119
H -4.736 -4.322 -0.494 0.00 0.01 0.00 0.110
H -3.858 -3.084 -2.497 0.00 -0.01 -0.01 0.119
H 1.116 2.743 -4.674 0.02 0.00 -0.02 0.107
H 2.544 1.058 -5.770 0.01 0.00 -0.02 0.100
H 2.441 -1.293 -5.020 0.02 -0.02 -0.02 0.110
H 0.261 -2.487 -2.256 -0.04 0.00 -0.05 0.122
H 3.071 -2.747 -3.407 0.02 0.01 -0.03 0.074
H 2.301 -3.858 -2.280 0.00 -0.03 0.03 0.079
H 2.657 -2.202 -1.781 0.00 0.02 0.02 0.066
H 1.130 -3.303 -5.067 -0.02 0.00 -0.03 0.076
H -0.544 -3.003 -4.572 -0.02 0.02 0.00 0.075
H 0.373 -4.345 -3.863 -0.01 -0.03 0.00 0.078
H -1.169 2.005 -1.844 0.15 0.03 -0.05 0.095
H -1.511 3.155 -4.639 0.02 -0.01 -0.03 0.082
H -2.573 3.442 -3.259 -0.01 0.03 0.02 0.072
H -2.439 1.819 -3.956 0.00 -0.05 0.00 0.082
H 0.330 4.237 -3.298 0.03 0.00 -0.01 0.073
H 0.951 3.468 -1.839 0.00 -0.04 0.04 0.079
H -0.573 4.356 -1.802 -0.07 0.02 0.01 0.058
C -2.590 4.368 0.388 0.04 0.04 0.01 -0.057
N -3.557 3.292 0.320 -0.09 -0.10 -0.05 0.047
C -3.206 1.993 0.332 -0.16 -0.23 0.11 -0.564
N -4.200 1.074 0.314 -0.25 0.08 -0.08 0.218
O -2.022 1.634 0.394 0.39 0.20 -0.04 -0.040
H -2.707 5.037 -0.464 0.02 0.01 0.02 0.084
H -1.598 3.927 0.362 0.01 0.02 -0.01 0.078
H -2.698 4.929 1.316 0.00 0.02 -0.01 0.085
H -4.536 3.519 0.310 0.04 0.01 0.03 0.143
H -5.139 1.333 0.066 0.00 -0.03 0.02 0.114
H -3.940 0.107 0.205 0.04 0.05 0.01 0.092
N 1.118 0.688 0.151 0.02 0.06 0.08 0.236
C 2.233 0.695 -0.107 0.07 -0.08 -0.02 -0.062
C 3.615 0.663 -0.482 -0.16 0.10 0.01 -0.208
C 4.607 0.790 0.488 0.07 0.00 -0.04 -0.029
C 5.931 0.749 0.089 -0.04 0.00 -0.02 -0.062
C 6.246 0.583 -1.255 0.02 -0.01 0.01 -0.062
C 5.248 0.458 -2.210 -0.04 0.01 0.01 -0.049
C 3.916 0.501 -1.832 0.10 0.01 0.00 -0.006
H 4.339 0.914 1.528 -0.02 0.00 0.02 0.122
H 6.717 0.847 0.824 0.03 0.00 0.02 0.109
H 7.284 0.550 -1.558 0.01 0.00 0.00 0.108
H 5.502 0.326 -3.253 0.01 0.01 -0.02 0.112
H 3.120 0.405 -2.560 -0.01 0.01 -0.01 0.096
```
Forces are in eV/Å.

Computed properties:
LUMO (eV): -0.1371
Total charge: 0
Frontier orbital gap (eV): 7.87

# 4
Formula: C42H36BrF4O6P2RuS
Source: the OMol25 dataset
Level of theory: wB97M-V/def2-TZVPD

Structure (XYZ):
```
93
Properties=species:S:1:pos:R:3:forces:R:3:lowdin_charge:R:1
Ru 0.759 -0.251 -0.424 -3.47 -0.47 1.17 1.047
O -2.150 1.418 2.770 -0.26 0.18 0.48 0.193
C -1.577 0.976 1.683 -0.42 0.12 -0.98 -0.485
O -0.540 0.354 1.639 1.28 -0.25 -0.18 -0.039
C -2.365 1.357 0.432 0.23 -0.06 0.21 -0.073
O -1.910 0.657 -0.707 0.75 1.27 -0.04 -0.163
C -2.607 -0.519 -0.968 0.11 -2.54 0.83 -0.094
C -1.962 -1.666 0.016 -4.32 3.88 -1.66 -0.695
O -2.638 -1.964 0.965 0.39 -1.14 1.14 0.054
O -0.824 -1.970 -0.369 5.40 -0.32 -0.61 -0.165
H -1.695 1.187 3.599 0.15 -0.09 -0.35 0.165
H -2.206 2.424 0.252 -0.07 -0.14 0.10 0.125
H -3.429 1.176 0.615 0.09 0.05 -0.04 0.157
H -2.409 -0.815 -2.000 -0.19 0.27 0.07 0.101
H -3.676 -0.443 -0.750 0.10 0.17 -0.14 0.135
F 3.046 -4.037 6.325 0.04 0.12 -0.22 0.177
C 2.909 -3.422 5.167 -0.13 0.07 -0.23 -0.109
C 4.030 -2.964 4.470 -0.17 -0.01 -0.12 -0.114
F 5.247 -3.155 4.959 -0.21 0.06 -0.09 0.161
C 3.856 -2.332 3.243 0.07 -0.03 -0.16 -0.218
F 4.931 -1.953 2.547 0.13 -0.10 0.34 0.116
C 2.591 -2.110 2.698 -0.91 0.11 0.13 -0.313
P 2.466 -1.303 1.054 1.30 0.23 -0.76 1.113
C 3.495 -2.509 0.146 -0.43 0.04 -0.19 -0.371
C 3.145 -3.852 0.323 0.04 0.20 0.11 -0.101
C 3.955 -4.852 -0.180 -0.07 -0.03 -0.07 -0.041
C 5.088 -4.520 -0.911 -0.06 0.03 -0.05 -0.038
C 5.390 -3.188 -1.160 -0.02 0.06 -0.03 -0.048
C 4.597 -2.177 -0.637 -0.09 0.05 0.09 -0.078
C 3.445 0.216 1.233 -0.46 0.06 -0.25 -0.344
C 3.931 0.716 2.437 -0.03 -0.11 -0.03 -0.048
C 4.717 1.855 2.440 0.01 0.00 0.09 -0.028
C 4.989 2.522 1.257 -0.09 -0.01 -0.07 -0.037
C 4.431 2.082 0.065 0.07 0.05 -0.10 -0.076
C 3.659 0.937 0.054 -0.13 -0.33 -0.01 -0.169
C 1.485 -2.594 3.391 -0.24 -0.08 0.20 -0.559
Br -0.237 -2.449 2.646 0.24 -0.34 0.28 1.029
C 1.643 -3.250 4.607 0.07 0.13 -0.24 -0.240
F 0.576 -3.732 5.226 0.20 0.00 0.16 0.113
H 2.246 -4.107 0.870 -0.01 -0.09 0.13 0.115
H 3.700 -5.886 0.006 0.01 -0.04 -0.05 0.121
H 5.725 -5.301 -1.298 0.05 -0.03 -0.02 0.119
H 6.257 -2.928 -1.748 0.05 -0.01 -0.02 0.118
H 4.861 -1.144 -0.816 0.08 0.00 0.06 0.102
H 3.721 0.211 3.367 -0.01 -0.03 0.08 0.114
H 5.134 2.216 3.368 -0.01 0.01 0.07 0.124
H 5.630 3.390 1.264 0.05 0.12 0.00 0.121
H 4.629 2.624 -0.848 0.01 -0.01 -0.13 0.116
H 3.235 0.555 -0.879 0.21 0.10 0.04 0.049
C 1.810 4.470 -0.807 -0.06 -0.56 -0.12 -0.175
S 1.235 2.849 -1.413 -0.52 1.69 -0.78 0.958
O 0.805 2.098 -0.171 0.15 -2.16 0.64 -0.588
C -0.323 3.335 -2.180 0.62 -0.20 -0.12 -0.383
C -0.524 2.906 -3.482 0.20 -0.01 0.04 -0.087
C -1.694 3.243 -4.138 -0.16 0.08 -0.02 -0.047
C -2.651 4.004 -3.485 0.03 -0.11 -0.07 -0.037
C -2.459 4.396 -2.168 0.11 0.00 0.15 -0.041
C -1.291 4.059 -1.505 0.03 0.18 0.09 -0.091
H 1.027 4.997 -0.272 -0.16 -0.07 0.01 0.062
H 2.131 5.040 -1.675 -0.03 0.03 -0.12 0.076
H 2.656 4.294 -0.148 0.04 -0.12 0.02 0.045
H 0.248 2.339 -3.976 0.12 -0.10 -0.15 0.093
H -1.858 2.932 -5.158 0.02 -0.04 -0.09 0.116
H -3.550 4.299 -4.001 -0.13 0.00 -0.07 0.120
H -3.215 4.977 -1.663 -0.06 0.06 0.05 0.121
H -1.133 4.378 -0.485 0.00 0.05 0.09 0.115
C 1.505 -2.897 -2.484 -0.14 0.18 0.30 -0.211
P 0.936 -1.172 -2.781 0.89 -1.00 0.18 1.024
C -0.540 -1.461 -3.805 -0.27 0.37 0.49 -0.373
C -1.353 -2.568 -3.548 0.12 -0.02 -0.03 -0.102
C -2.384 -2.883 -4.417 0.08 0.02 0.03 -0.042
C -2.619 -2.092 -5.532 -0.02 0.07 0.12 -0.040
C -1.843 -0.965 -5.763 -0.08 -0.01 -0.04 -0.050
C -0.810 -0.642 -4.901 0.05 -0.01 0.11 -0.093
C 2.153 -0.600 -4.022 -0.19 0.38 0.63 -0.371
C 2.280 -1.279 -5.231 -0.02 -0.03 0.02 -0.076
C 3.245 -0.880 -6.139 -0.05 -0.14 -0.01 -0.043
C 4.103 0.168 -5.839 0.06 0.05 0.04 -0.047
C 3.979 0.841 -4.636 0.11 0.05 -0.03 -0.060
C 2.993 0.468 -3.740 -0.09 0.02 0.24 -0.119
H 1.221 -3.523 -3.331 0.02 0.11 0.05 0.069
H 1.045 -3.281 -1.569 0.01 -0.03 -0.18 0.037
H 2.589 -2.907 -2.372 -0.05 0.08 0.02 0.041
H -1.164 -3.192 -2.686 -0.04 -0.01 0.03 0.106
H -2.996 -3.753 -4.229 -0.04 -0.06 0.02 0.119
H -3.415 -2.349 -6.214 -0.06 -0.01 -0.07 0.119
H -2.043 -0.346 -6.624 0.03 0.06 -0.08 0.115
H -0.183 0.214 -5.110 0.01 0.06 -0.02 0.098
H 1.631 -2.110 -5.468 -0.06 -0.06 -0.04 0.119
H 3.334 -1.398 -7.082 0.02 -0.05 -0.06 0.119
H 4.871 0.455 -6.540 0.04 0.03 -0.08 0.118
H 4.656 1.645 -4.391 0.03 0.12 -0.03 0.112
H 2.865 1.018 -2.815 0.08 -0.01 -0.08 0.036
```
Forces are in eV/Å.

Computed properties:
LUMO (alpha / beta) (eV): -8.1422 / -7.4250
Total charge: +2
Spin multiplicity: 2
Frontier orbital gap (alpha / beta) (eV): 5.39 / 6.12

These records have total energy values of -4964.73592, -306.41344, -2307.64976, -6222.16164 a.u., in the order they appear.
These records have energy relative to the best compared isomer or geometry (same formula, charge and spin) values of 0.00, 58.27, 0.00, 41.24 kcal per mole, in the order they appear.